DFT (the ωB97M-V functional and the def2-TZVPD basis) results for a structure of composition C6H15N2O.

Element x y z (Å)
C1 1.997 0.440 -1.772
C2 0.087 1.997 0.622
C3 -1.475 -0.759 1.350
C4 -0.229 -1.638 -0.803
C5 -0.402 0.806 -0.174
C6 -0.270 -0.605 0.343
N1 -1.316 1.035 -1.134
N2 0.984 -0.715 1.076
O1 2.687 -0.116 -0.862
H1 2.462 0.752 -2.746
H2 0.354 1.626 1.595
H3 0.848 2.340 0.040
H4 -0.712 2.636 0.668
H5 -1.535 -0.022 2.057
H6 -2.485 -0.660 0.883
H7 -1.329 -1.579 1.895
H8 -1.125 -1.607 -1.369
H9 -0.287 -2.635 -0.253
H10 0.758 -1.444 -1.475
H11 -1.913 0.386 -1.601
H12 -1.429 1.802 -1.749
H13 1.295 -1.579 1.480
H14 1.130 -0.043 1.811
H15 1.907 -0.419 0.117

Total charge ... +1
Frontier orbital gap (alpha / beta) ... 6.659 / 6.656 eV
HOMO level (alpha / beta) ... -10.90 / -10.90 eV

Mulliken population analysis, charges in e, atoms 1 to 2:
1. C -0.318
2. C -1.444